[1]
Here is a gas-phase ion, C4H6N2 (charge +1) from the Open Molecules 2025 dataset. Energies are from ωB97M-V/def2-TZVPD.

Structure (XYZ):
```
12
Properties=species:S:1:pos:R:3:forces:R:3
C -0.272995 -1.103369 1.480620 -0.36 0.66 1.80
C -0.218216 -0.180171 0.350197 -1.07 -1.09 -0.02
C 0.872978 0.626469 -0.058022 0.98 0.51 -0.26
N 0.540189 1.143086 -1.236395 -0.02 -0.56 -0.23
C -0.686654 0.581565 -1.563706 -0.89 -0.06 0.32
N -1.215139 -0.129537 -0.582191 1.37 0.20 -0.08
H 0.299908 -2.023771 1.408850 -0.35 -0.48 -0.90
H 0.187293 -0.773834 2.421770 0.21 0.88 -0.33
H -1.315043 -1.216270 1.776177 -0.02 -0.73 -0.41
H 1.831847 0.731282 0.425743 0.00 0.28 -0.06
H 1.113885 1.668847 -1.882335 0.12 0.10 0.17
H -1.138054 0.675702 -2.540703 0.03 0.29 0.00
```
Forces are in eV/Å.

Calculated values
- charge = +1
- strongest force on any atom (hartree/bohr) = 0.0379
- 2S+1 = 2
- frontier orbital gap (spin up / spin down) (eV) = 11.3 / 8.4
- relative energy (zero: lowest compared OMol25 entry of this formula, charge and spin) (kcal per mole) = 6.3
- highest occupied orbital energy (spin up / spin down) (eV) = -15.33 / -16.40

***

[2]
Here is a molecular structure, C24H27CrO from the Open Molecules 2025 dataset. Energies are from ωB97M-V/def2-TZVPD.

Structure (XYZ):
```
53
Properties=species:S:1:pos:R:3:forces:R:3
C 1.043336 -1.915277 2.233418 0.48 -0.53 0.12
C -0.513178 -2.116344 2.353489 -0.14 -0.56 1.20
C -0.971776 -2.320748 0.966714 -1.09 0.73 -0.80
H -0.990158 -2.557456 3.241277 0.11 -0.37 -0.54
C 0.165687 -2.259991 0.086954 0.76 -0.75 0.99
C 1.352288 -2.126825 0.830418 -0.31 -0.56 -0.90
H 2.365040 -2.369300 0.509522 -0.29 0.33 -0.32
H 1.731897 -2.145868 3.056413 -0.15 -0.21 -0.49
H -1.917380 -2.835132 0.736307 0.60 0.23 -0.07
H 0.113848 -2.483825 -0.979973 0.09 0.20 0.25
C -1.239418 2.426040 0.615228 0.28 -0.05 -0.89
C -1.499155 1.745402 1.852076 -0.21 -0.98 0.34
C -0.131955 1.551690 2.536981 0.20 1.22 1.44
H -2.466571 1.587835 2.334917 0.34 0.57 -0.04
C 0.742150 1.477893 1.291742 0.72 0.09 0.01
C 0.130563 2.228235 0.241715 -0.80 0.18 1.08
H 0.641782 2.616549 -0.636472 -0.37 -0.25 -0.01
H -1.987291 3.011020 0.072837 0.34 -0.37 -0.07
H 0.011847 2.472859 3.118468 0.59 0.34 0.25
H 1.748535 1.067493 1.395965 -0.23 0.57 -0.36
Cr -0.756369 0.167363 0.784125 0.54 -2.09 -0.95
O 0.411129 -0.878725 -3.738481 -1.53 0.84 1.41
C -1.060403 -0.554041 -3.541151 1.57 -1.00 -1.95
C -0.423670 -1.192599 -4.805197 -1.75 0.26 1.23
H -1.605915 -1.165318 -2.813842 0.58 0.00 -0.30
H -1.408432 0.498574 -3.580431 0.89 -0.75 0.15
H -0.583894 -2.274425 -4.974154 0.09 0.56 0.05
H 1.117926 -1.935544 -6.821210 -0.29 0.46 -0.26
C 0.768672 -0.901338 -6.957259 -0.50 0.34 0.45
C -0.138951 -0.368882 -6.005865 1.14 0.81 -0.72
C -0.459077 1.007730 -6.072968 0.27 -0.84 -0.22
H -1.057884 1.454796 -5.279110 0.04 -0.09 -0.44
C 0.048852 1.796000 -7.108480 -0.25 -0.29 0.27
H -0.284624 2.828629 -7.175555 0.29 -0.07 0.00
C 0.923868 1.255299 -8.048177 -0.33 -0.28 0.18
H 1.309983 1.886851 -8.836478 0.03 -0.05 -0.07
C 1.277925 -0.094414 -7.976134 -0.24 -0.06 -0.05
H 1.912083 -0.529754 -8.750882 0.01 0.16 0.35
C 1.356351 -0.567896 5.340096 0.11 -0.02 0.16
C 0.152902 0.234155 4.825137 -0.37 0.32 0.70
C -1.161306 -0.473404 5.167381 -0.38 -0.24 0.34
C 0.148628 1.615123 5.501511 0.06 -0.06 0.09
C 0.142530 0.310843 3.347457 -0.25 0.91 -0.08
C 0.112392 -0.792078 2.490510 -0.58 1.24 -1.79
H 1.404111 -0.520375 6.435945 -0.02 -0.04 -0.06
H 2.291971 -0.156636 4.942010 -0.14 -0.03 0.05
H 1.309180 -1.623042 5.054670 -0.08 0.14 -0.03
H -1.366794 -0.505737 6.240996 0.04 0.03 0.18
H -1.991618 0.042826 4.670844 0.08 -0.04 0.14
H -1.161054 -1.498885 4.795101 0.03 0.14 0.11
H 1.050392 2.184072 5.244381 -0.14 -0.05 0.02
H -0.726947 2.198494 5.190648 0.17 -0.08 0.07
H 0.117952 1.498081 6.596590 -0.01 0.02 -0.21
```
Forces are in eV/Å.

Calculated values
- charge = -1
- strongest force on any atom (hartree/bohr) = 0.0524
- 2S+1 = 5
- frontier orbital gap (spin up / spin down) (eV) = 4.3 / 4.9
- relative energy (zero: lowest compared OMol25 entry of this formula, charge and spin) (kcal per mole) = 0.0
- highest occupied orbital energy (spin up / spin down) (eV) = -1.73 / -2.28